A structure of composition C39H33BF7IrN4OS2 in a non-equilibrium geometry, computed with ωB97M-V/def2-TZVPD.

Positions of all 88 atoms, in Å:
Ir -0.8976 -0.5328 -0.6748
S 1.4503 -0.3582 0.7860
C 0.9687 0.4234 2.1767
N 1.4626 0.1936 3.3582
C 0.8324 0.8257 4.5282
C 0.4366 2.2339 4.2020
N -0.4378 2.2408 3.0121
C -1.5988 3.1709 2.9089
C -1.8170 4.0006 4.1406
C -2.5720 3.4958 5.1961
C -2.7998 4.2687 6.3245
C -2.2757 5.5527 6.4029
C -1.5199 6.0594 5.3553
C -1.2886 5.2831 4.2280
C -0.1190 1.4878 1.9980
S -0.7473 1.7311 0.4523
C 2.6208 -0.7012 3.5579
C 3.8829 -0.1196 2.9648
C 4.4141 1.0537 3.4955
C 5.5224 1.6491 2.9155
C 6.1086 1.0755 1.7933
C 5.6011 -0.1059 1.2752
C 4.4929 -0.7032 1.8629
H 1.5285 0.8127 5.3623
H -0.0494 0.2382 4.7865
H 1.3121 2.8506 3.9828
H -0.0922 2.6714 5.0417
H -2.4708 2.5481 2.7040
H -1.4427 3.8130 2.0437
H -2.9890 2.4962 5.1297
H -3.3934 3.8727 7.1378
H -2.4705 6.1638 7.2741
H -1.1169 7.0620 5.4104
H -0.7051 5.6847 3.4066
H 2.3791 -1.6696 3.1169
H 2.7235 -0.8256 4.6337
H 3.9681 1.4991 4.3798
H 5.9303 2.5578 3.3383
H 6.9679 1.5443 1.3320
H 6.0677 -0.5639 0.4127
H 4.1177 -1.6437 1.4772
F -1.5061 -0.6439 3.4862
B -1.3520 -1.8001 2.6985
F -1.5329 -1.2718 1.2851
F -2.3096 -2.7309 2.9092
F -0.0549 -2.2737 2.7757
F -3.0636 -7.4459 -6.7800
C -4.0013 -6.9022 -5.9902
F -4.9599 -6.4019 -6.7906
F -4.5621 -7.8972 -5.2828
C -3.4381 -5.8385 -5.0869
C -2.1235 -5.4222 -5.2136
C -1.6372 -4.4318 -4.3763
C -2.4615 -3.8600 -3.4088
C -3.7852 -4.2925 -3.2874
C -4.2703 -5.2768 -4.1259
C -1.9635 -2.8298 -2.5439
C -1.5437 -1.9654 -1.8012
H -1.4850 -5.8735 -5.9595
H -0.6131 -4.0941 -4.4704
H -4.4198 -3.8492 -2.5323
H -5.2919 -5.6209 -4.0316
C -2.8645 2.5296 -3.8296
C -3.3911 2.3196 -2.5665
C -2.8316 1.3628 -1.7278
C -1.7390 0.6051 -2.1422
C -1.2680 0.7609 -3.4447
C -1.8158 1.7340 -4.2697
H -3.2804 3.2905 -4.4764
H -4.2418 2.8948 -2.2244
H -3.2668 1.2089 -0.7470
H -0.5033 0.1128 -3.8488
H -1.4227 1.8563 -5.2712
N 4.3726 -1.1785 -5.2358
C 4.3048 -0.4271 -4.1138
O 5.2028 0.2710 -3.6988
C 3.0016 -0.4961 -3.3538
C 2.3642 -1.6900 -3.0664
C 1.2168 -1.6765 -2.2927
N 0.7009 -0.5277 -1.8357
C 1.3108 0.6423 -2.1211
C 2.4658 0.6871 -2.8619
H 5.2156 -1.1434 -5.7856
H 3.5878 -1.6958 -5.5877
H 2.7573 -2.6374 -3.4091
H 0.7075 -2.5824 -2.0108
H 0.8525 1.5340 -1.7252
H 2.9545 1.6313 -3.0563

As for the relative energy (zero: lowest compared OMol25 entry of this formula, charge and spin): 144.2 kJ/mol. The expectation value of S² is 0.770. As for the multiplicity: 2. Its charge is +1.


A structure of composition C39H33BrN3O2ScTe in a non-equilibrium geometry, computed with ωB97M-V/def2-TZVPD.

Positions of all 80 atoms, in Å:
Sc 1.4807 -0.2118 2.0449
Br 7.2974 -4.6256 3.5428
C 5.5169 -4.1319 3.1628
C 5.0641 -4.3631 1.8410
C 4.0943 -3.5568 1.2799
C 3.4371 -2.6321 2.0473
O 2.5059 -1.8074 1.5844
C 3.8484 -2.4868 3.4649
C 3.4349 -1.3771 4.2697
N 2.9578 -0.2209 3.8114
C 3.2367 0.9285 4.4670
C 4.2437 1.0576 5.4530
C 4.6470 2.3498 5.9126
C 3.9657 3.4895 5.5232
C 2.8639 3.3531 4.6249
C 2.1788 4.4873 4.0729
C 1.2540 4.3055 3.0674
C 1.1415 3.0338 2.4339
N 1.8273 1.9558 2.8683
C 2.5873 2.1134 4.0132
C 4.8215 -3.3394 4.0733
H 5.6849 -5.0949 1.2870
H 3.9151 -3.6046 0.2021
H 3.7344 -1.4355 5.3153
H 4.7288 0.1795 5.8743
H 5.5195 2.3057 6.5927
H 4.2428 4.4892 5.8920
H 2.4617 5.5004 4.3914
H 0.7509 5.1951 2.7002
H 0.5528 2.9006 1.5327
H 5.0073 -3.0624 5.0955
C -2.4708 -1.8069 -7.9363
C -2.2048 -1.4934 -6.4898
C -1.1058 -2.0270 -5.8333
C -0.7682 -1.7229 -4.5123
C 0.4676 -2.3429 -3.8607
C -1.6592 -0.9094 -3.7731
Te -0.9836 -0.3810 -1.7474
N -0.3013 -0.2534 0.6450
C -0.9457 -0.7865 1.6729
O -0.3280 -0.8304 2.8254
C -2.3930 -1.3488 1.7092
C -2.7830 -2.3345 0.7841
C -4.0229 -2.8744 0.9567
C -4.9001 -2.3451 1.8969
C -4.6013 -1.3318 2.7694
C -3.2837 -0.8602 2.7041
C -1.6840 1.7561 -1.7172
C -2.8746 2.0535 -1.0616
C -3.4387 3.3508 -1.1764
C -2.8868 4.2942 -1.9889
C -1.6546 3.9610 -2.6086
C -0.9789 2.7207 -2.4573
C 0.3402 2.5381 -3.1450
C -2.8573 -0.4666 -4.3487
C -3.9386 0.3199 -3.5799
C -3.0771 -0.6835 -5.6944
H -3.2201 -1.1510 -8.4234
H -2.8513 -2.8075 -8.0904
H -1.5550 -1.7075 -8.5511
H -0.4858 -2.8244 -6.3715
H 0.9699 -2.8730 -4.6977
H 0.1670 -3.0282 -3.0926
H 1.0851 -1.5578 -3.4915
H -2.1792 -2.4911 -0.1369
H -4.4286 -3.6672 0.3530
H -5.9284 -2.7303 1.9068
H -5.2828 -0.8139 3.4086
H -2.9619 -0.1070 3.4956
H -3.4266 1.3037 -0.4817
H -4.3516 3.5568 -0.6300
H -3.3110 5.3031 -2.2960
H -1.1505 4.7423 -3.2350
H 0.8224 3.5143 -3.1408
H 0.1785 2.2188 -4.2082
H 1.0448 1.8634 -2.6095
H -4.0014 0.1605 -2.4707
H -4.8924 0.1039 -3.9506
H -3.9049 1.4480 -3.6065
H -4.0054 -0.3459 -6.1548

As for the relative energy (zero: lowest compared OMol25 entry of this formula, charge and spin): 23.1 kJ/mol. The expectation value of S² is 0.761. As for the multiplicity: 2. Its charge is +1.


A structure of composition C39H33N3O2P2Rh in a non-equilibrium geometry, computed with ωB97M-V/def2-TZVPD.

Positions of all 80 atoms, in Å:
Rh 0.8834 -0.8470 0.8262
O 2.5037 -1.1102 -0.2713
C 2.8160 -0.0229 -0.9606
C 3.7456 -0.0657 -2.0092
C 3.9250 1.0496 -2.7850
C 3.1949 2.2337 -2.5487
C 2.3061 2.3016 -1.5034
C 2.1423 1.1870 -0.6699
C 1.3010 1.1639 0.5408
N 0.1204 1.9127 0.4384
N -0.8301 1.9457 1.2422
C -1.0703 0.8713 2.1921
O -0.4992 -0.2165 2.2189
C -2.1547 1.1386 3.1312
C -2.8854 2.3284 3.0696
C -3.9048 2.5501 3.9799
C -4.1910 1.5939 4.9466
C -3.4607 0.4089 5.0122
C -2.4446 0.1797 4.1071
H 4.2745 -0.9901 -2.2023
H 4.6349 1.0176 -3.6023
H 3.3540 3.0995 -3.1779
H 1.7511 3.2085 -1.3000
H 1.8446 1.2895 1.4905
H -2.6522 3.0583 2.3079
H -4.4774 3.4665 3.9359
H -4.9879 1.7717 5.6578
H -3.6851 -0.3272 5.7723
H -1.8623 -0.7303 4.1503
C -2.5976 -2.3400 1.0995
N -2.1872 -1.8070 -0.2435
P -2.8913 -0.2065 -0.5080
C -4.6619 -0.6305 -0.3270
C -5.5150 0.4256 -0.0214
C -6.8886 0.2233 0.0509
C -7.4139 -1.0418 -0.1644
C -6.5674 -2.1037 -0.4617
C -5.1992 -1.8977 -0.5470
C -2.8447 -0.0231 -2.3222
C -2.6289 1.2595 -2.8128
C -2.6320 1.4975 -4.1845
C -2.8319 0.4469 -5.0652
C -3.0526 -0.8404 -4.5801
C -3.0709 -1.0699 -3.2154
P -0.5502 -2.1191 -0.4964
C -0.4449 -3.8954 -0.2292
C -1.3998 -4.7388 -0.7996
C -1.2960 -6.1068 -0.6151
C -0.2475 -6.6368 0.1336
C 0.7027 -5.8006 0.6959
C 0.6030 -4.4266 0.5147
C -0.1308 -1.8119 -2.2168
C 0.0822 -0.4871 -2.6072
C 0.4895 -0.1883 -3.8942
C 0.7207 -1.2178 -4.7990
C 0.5442 -2.5379 -4.4106
C 0.1244 -2.8398 -3.1203
H -3.4531 -1.7797 1.4706
H -1.8006 -2.2479 1.8422
H -2.8843 -3.3859 1.0270
H -5.1033 1.4148 0.1576
H -7.5455 1.0522 0.2805
H -8.4820 -1.2039 -0.0987
H -6.9768 -3.0916 -0.6317
H -4.5444 -2.7291 -0.7863
H -2.4469 2.0745 -2.1194
H -2.4740 2.5000 -4.5613
H -2.8184 0.6259 -6.1330
H -3.2162 -1.6587 -5.2703
H -3.2571 -2.0695 -2.8378
H -2.2126 -4.3201 -1.3809
H -2.0336 -6.7648 -1.0555
H -0.1755 -7.7073 0.2764
H 1.5188 -6.2128 1.2745
H 1.3494 -3.7707 0.9513
H -0.0892 0.3229 -1.9050
H 0.6338 0.8446 -4.1853
H 1.0494 -0.9899 -5.8056
H 0.7408 -3.3414 -5.1090
H 0.0049 -3.8756 -2.8324

Its charge is +1. The energy is -71122.320 eV.


A structure of composition C39H34ClFeN3SSi2 in a non-equilibrium geometry, computed with ωB97M-V/def2-TZVPD.

Positions of all 81 atoms, in Å:
C -1.5769 -2.0681 3.2542
C -2.3573 -1.2959 2.3480
C -2.7678 -2.1662 1.2741
H -2.6743 -0.2693 2.5036
C -2.2058 -3.4668 1.5231
C -1.4664 -3.3977 2.7487
H -1.0155 -4.2409 3.2623
H -1.2403 -1.7366 4.2353
H -3.4514 -1.9149 0.4744
H -2.4126 -4.3796 0.9725
Fe -0.6840 -2.0421 1.2061
Si -0.9122 -1.3030 -2.2797
C -0.6215 0.2818 -3.2883
C 0.6285 0.5573 -3.8660
H 1.4884 -0.0960 -3.6677
C 0.8024 1.6734 -4.6931
H 1.7821 1.8680 -5.1408
C -0.2686 2.5408 -4.9213
H -0.1333 3.4213 -5.5536
C -1.5018 2.3053 -4.3041
H -2.3270 3.0072 -4.4451
C -1.6660 1.1926 -3.4717
H -2.6154 1.0306 -2.9511
C -0.2356 -2.5330 -3.5341
C -1.0645 -2.8243 -4.6382
H -2.1112 -2.4998 -4.6228
C -0.5420 -3.4624 -5.7697
H -1.1882 -3.6678 -6.6280
C 0.8152 -3.8201 -5.7938
H 1.2323 -4.2907 -6.6849
C 1.6274 -3.6033 -4.6740
H 2.6767 -3.9107 -4.6769
C 1.0926 -2.9803 -3.5375
H 1.7287 -2.8050 -2.6691
H -2.3751 -1.5108 -2.1904
Si 1.9937 2.3523 -0.3671
C 1.5565 0.5377 -0.3382
C 0.2194 0.2834 -0.3776
H -0.5242 1.0785 -0.4047
C -0.3180 -1.0738 -0.5597
H -1.3499 -1.1562 -0.0344
C 0.6592 -2.1874 -0.3663
H 0.3918 -3.2004 -0.7031
C 2.0336 -1.8566 -0.3594
H 2.7663 -2.6768 -0.3364
C 2.4789 -0.5459 -0.3792
H 3.5503 -0.3303 -0.4320
C 0.4108 3.3498 -0.4887
C -0.6686 3.2278 0.4143
H -0.5689 2.6012 1.3055
C -1.8977 3.8496 0.1483
H -2.7337 3.7088 0.8420
C -2.0497 4.6405 -0.9979
H -3.0061 5.1203 -1.2142
C -0.9710 4.8002 -1.8734
H -1.0758 5.4206 -2.7697
C 0.2468 4.1569 -1.6256
H 1.0811 4.2792 -2.3218
H 2.8023 2.6236 -1.4769
Cl 2.9751 2.7331 1.3899
N 1.7663 0.3876 4.8307
C 0.9506 1.4635 5.1332
C 0.8679 2.2290 6.2851
C -0.2747 3.0343 6.4381
C -1.2770 3.0591 5.4531
C -1.1818 2.2730 4.2962
C -0.0756 1.4324 4.1519
N 0.1458 0.3707 3.2948
C 1.2559 -0.2658 3.7439
C 1.7881 -1.5410 3.3099
C 2.9815 -2.1005 3.7369
S 3.1562 -3.7152 3.1422
C 1.6340 -3.5559 2.3398
N 1.0380 -2.3643 2.4596
H 2.5887 0.1146 5.3489
H 1.6798 2.1693 7.0191
H -0.3811 3.6403 7.3432
H -2.1427 3.7057 5.6095
H -1.9436 2.2731 3.5212
H 3.7100 -1.5854 4.3514
H 1.2520 -4.3536 1.7169

The expectation value of S² is 6.065. As for the multiplicity: 5. The energy is -118963.319 eV.


A structure of composition C39H34N11OP2PtS, computed with ωB97M-V/def2-TZVPD.

Positions of all 89 atoms, in Å:
Pt 0.3226 -0.1981 0.1203
O -1.8961 -0.1554 -0.9822
N -2.0663 0.6731 -1.9605
C -3.1978 0.5838 -2.6996
C -3.4160 1.3997 -3.7768
C -2.4511 2.3463 -4.1291
C -1.3205 2.4545 -3.3578
C -1.1294 1.6240 -2.2452
S 0.2398 1.8416 -1.2313
H -3.8874 -0.1838 -2.3849
H -4.3292 1.2836 -4.3414
H -2.5906 2.9824 -4.9916
H -0.5401 3.1687 -3.5786
N 1.6505 -3.1811 -1.8364
C 0.4546 -3.4192 -1.2496
N -0.2788 -4.5235 -1.5081
N -1.3710 -4.4034 -0.8155
N -1.3021 -3.2788 -0.1627
N -0.1605 -2.6172 -0.3873
C 2.3629 -2.0085 -1.7237
N 3.5604 -1.8213 -2.2494
N 3.8823 -0.5585 -1.9541
N 2.9429 -0.0042 -1.2734
N 1.9562 -0.9045 -1.0853
H 2.0279 -3.8950 -2.4390
C -0.2622 -0.5603 3.6764
N 0.3883 0.7134 3.8763
C 1.7636 0.7478 3.4489
P 2.0638 0.8651 1.6079
C 2.1914 2.6312 1.2881
C 1.4169 3.5192 2.0381
C 1.4054 4.8658 1.7122
C 2.1512 5.3308 0.6374
C 2.9015 4.4441 -0.1234
C 2.9174 3.0941 0.1880
C 3.6852 0.0682 1.5838
C 3.6455 -1.3216 1.7253
C 4.8133 -2.0604 1.6872
C 6.0311 -1.4119 1.5236
C 6.0730 -0.0322 1.4081
C 4.9041 0.7140 1.4296
C 0.0401 1.4214 5.0642
C 0.9786 1.7381 6.0451
C 0.5952 2.4294 7.1857
C -0.7253 2.8037 7.3734
C -1.6637 2.4870 6.4017
C -1.2867 1.8075 5.2554
P -1.0653 -0.6665 2.0124
C -1.8413 -2.2917 2.0062
C -1.8712 -3.1326 3.0820
C -2.5824 -4.3461 3.0469
C -3.4201 -4.6429 1.9509
C -3.4117 -3.8711 0.8402
C -2.4100 -2.7622 0.6880
C -2.4314 0.5250 2.1649
C -3.6322 0.1661 2.7734
C -4.6659 1.0862 2.8604
C -4.5069 2.3652 2.3463
C -3.3013 2.7351 1.7656
C -2.2675 1.8173 1.6705
H -1.0427 -0.6931 4.4253
H 0.4540 -1.3906 3.7705
H 2.3247 -0.1323 3.7873
H 2.2467 1.6342 3.8556
H 0.8154 3.1615 2.8664
H 0.8118 5.5531 2.3011
H 2.1433 6.3841 0.3900
H 3.4637 4.8088 -0.9733
H 3.4752 2.3901 -0.4186
H 2.6866 -1.8197 1.8407
H 4.7806 -3.1384 1.7772
H 6.9443 -1.9902 1.4811
H 7.0245 0.4703 1.2948
H 4.9440 1.7897 1.3188
H 2.0112 1.4325 5.9409
H 1.3388 2.6631 7.9363
H -1.0194 3.3361 8.2676
H -2.6964 2.7857 6.5283
H -2.0216 1.5909 4.4899
H -1.3928 -2.8470 4.0107
H -2.5433 -5.0051 3.9026
H -4.0844 -5.4944 2.0163
H -4.0657 -4.0728 0.0045
H -2.8234 -1.9131 0.1376
H -3.7571 -0.8322 3.1777
H -5.5975 0.8027 3.3327
H -5.3250 3.0715 2.3987
H -3.1690 3.7388 1.3816
H -1.3274 2.1052 1.2195

As for the relative energy (zero: lowest compared OMol25 entry of this formula, charge and spin): 0.0 kJ/mol. The expectation value of S² is 6.080. As for the multiplicity: 5. Its charge is +1.


A structure of composition C39H34N2OP2PdS2, computed with ωB97M-V/def2-TZVPD.

Positions of all 81 atoms, in Å:
Pd -0.8275 0.3497 0.0108
O 2.4679 -0.4165 -0.3992
S 1.3014 0.2371 -1.0269
C 0.9702 -0.5016 -2.6086
C 1.6682 -0.0566 -3.7275
C 1.4076 -0.6029 -4.9720
C 0.4633 -1.6116 -5.0838
C -0.1890 -2.0823 -3.9539
C 0.0262 -1.5412 -2.6824
P -1.0036 -2.4842 -1.4461
C -0.4155 -2.0887 0.2591
C 0.8893 -2.5150 0.6035
C 1.2631 -2.6559 1.9169
C 0.3456 -2.4107 2.9457
C -0.9329 -2.0051 2.6437
C -1.3189 -1.8427 1.3116
C -2.5688 -1.5440 -1.3920
C -2.7242 -0.2334 -1.8390
C -3.9644 0.4075 -1.7224
C -5.0368 -0.2558 -1.1587
C -4.8892 -1.5706 -0.7255
C -3.6705 -2.2143 -0.8513
C 1.7838 1.9264 -1.3079
C 3.0929 2.2193 -1.6685
C 3.4518 3.5428 -1.8603
C 2.5100 4.5543 -1.6953
C 1.2165 4.2539 -1.3011
C 0.8551 2.9287 -1.0588
P -0.8414 2.4958 -0.5913
C -1.7232 2.9318 -2.1061
C -2.7791 3.8431 -2.1049
C -3.3873 4.1974 -3.3014
C -2.9467 3.6503 -4.4972
C -1.8784 2.7598 -4.5056
C -1.2626 2.4092 -3.3187
C -1.5046 3.5211 0.7127
C -2.7969 3.2076 1.1379
C -3.3685 3.9211 2.1770
C -2.6535 4.9410 2.7931
C -1.3633 5.2404 2.3783
C -0.7780 4.5251 1.3447
H 2.4031 0.7298 -3.6342
H 1.9457 -0.2497 -5.8405
H 0.2497 -2.0563 -6.0459
H -0.8812 -2.9101 -4.0580
H 1.5933 -2.7722 -0.1779
H 2.2601 -3.0023 2.1529
H 0.6393 -2.5602 3.9756
H -1.6533 -1.8220 3.4287
H -2.3585 -1.6145 1.1065
H -1.9330 0.2316 -2.4071
H -4.0883 1.4047 -2.1204
H -6.0004 0.2291 -1.0856
H -5.7361 -2.0992 -0.3100
H -3.5717 -3.2473 -0.5392
H 3.8129 1.4206 -1.7883
H 4.4629 3.7885 -2.1529
H 2.7906 5.5840 -1.8669
H 0.4912 5.0478 -1.1799
H -3.1274 4.2840 -1.1823
H -4.2036 4.9063 -3.2959
H -3.4242 3.9266 -5.4269
H -1.5218 2.3480 -5.4398
H -0.4164 1.7294 -3.3416
H -3.3537 2.4056 0.6625
H -4.3689 3.6812 2.5082
H -3.1024 5.4988 3.6029
H -0.8093 6.0320 2.8631
H 0.2398 4.7415 1.0547
S -0.2377 1.1868 2.4072
C 1.3636 1.7429 2.5648
N 2.4580 1.3109 1.9497
C 3.6616 2.0100 2.3977
C 3.1353 2.8623 3.5742
N 1.6876 2.7024 3.4397
H 2.4499 0.5944 1.2233
H 4.0766 2.6221 1.5962
H 4.4196 1.2984 2.7165
H 3.4160 3.9089 3.4825
H 3.4821 2.4917 4.5387
H 1.0125 3.0437 4.1035

As for the relative energy (zero: lowest compared OMol25 entry of this formula, charge and spin): 38.1 kJ/mol. Its charge is +2.